DFT (ωB97M-V/def2-TZVPD) results for C26H35CrN6Se2Te2 as an isolated structure in a non-equilibrium geometry.

Last column: Löwdin charge in e.
Cartesian coordinates (Å):
Cr -0.091 -1.264 1.042  0.15
Se -0.208 -1.956 3.760  -0.08
Te -1.816 -3.872 3.747  0.15
Te -0.819 -5.075 1.531  0.20
Se -1.057 -3.113 -0.026  0.08
C -5.316 -0.336 2.678  -0.01
N -3.923 -0.109 2.407  -0.11
C -3.219 1.007 2.744  -0.04
C -1.956 0.838 2.263  -0.12
N -1.876 -0.375 1.640  -0.10
C -3.077 -0.915 1.744  -0.20
H -5.624 0.317 3.494  0.09
H -5.482 -1.374 2.967  0.10
H -5.919 -0.105 1.795  0.10
H -3.656 1.806 3.305  0.12
H -1.120 1.507 2.339  0.11
H -3.361 -1.872 1.341  0.10
C 2.544 0.920 3.720  -0.03
C 2.131 1.472 2.388  -0.26
C 2.680 2.646 1.880  -0.02
C 2.291 3.093 0.628  -0.27
C 2.809 4.395 0.092  -0.05
C 1.433 2.347 -0.170  0.01
C 0.862 1.143 0.281  -0.28
C 1.206 0.802 1.620  -0.09
N 0.094 0.216 -0.357  -0.01
C -0.491 0.268 -1.697  -0.42
C -0.254 1.531 -2.542  -0.09
C -0.931 1.417 -3.913  -0.29
C -0.387 0.214 -4.680  -0.12
C -0.657 -1.044 -3.860  -0.28
C -2.158 -1.219 -3.629  -0.11
C -2.705 0.011 -2.907  -0.29
C -2.437 1.263 -3.738  -0.12
C -2.020 0.107 -1.546  -0.10
C 0.064 -0.911 -2.523  -0.11
H 2.657 1.718 4.450  0.08
H 3.505 0.409 3.627  0.09
H 1.822 0.193 4.099  0.04
H 3.388 3.209 2.467  0.11
H 3.455 4.887 0.815  0.07
H 1.980 5.061 -0.146  0.08
H 3.374 4.225 -0.823  0.08
H 1.247 2.737 -1.152  0.08
H 0.697 -0.033 2.124  0.00
H 0.816 1.666 -2.709  0.12
H -0.658 2.403 -2.025  0.13
H -0.715 2.334 -4.476  0.14
H 0.688 0.323 -4.845  0.12
H -0.870 0.146 -5.657  0.12
H -0.267 -1.924 -4.384  0.14
H -2.325 -2.107 -3.014  0.11
H -2.674 -1.366 -4.581  0.12
H -3.786 -0.099 -2.756  0.14
H -2.851 2.147 -3.246  0.12
H -2.915 1.168 -4.717  0.12
H -2.228 -0.812 -0.989  0.06
H -2.413 0.950 -0.968  0.13
H 1.133 -0.757 -2.700  0.12
H -0.043 -1.843 -1.968  0.03
N 4.308 -3.668 2.774  0.15
C 3.775 -2.835 1.854  -0.35
C 2.383 -2.734 1.682  -0.09
N 1.830 -1.918 0.785  -0.05
C 2.696 -1.275 -0.028  -0.10
C 4.058 -1.377 0.151  -0.10
N 4.615 -2.122 1.097  0.13
H 3.715 -4.089 3.467  0.11
H 5.297 -3.606 2.940  0.10
H 1.725 -3.304 2.328  0.02
H 2.286 -0.662 -0.812  0.10
H 4.738 -0.826 -0.484  0.11

Summary:
E_LUMO (alpha / beta)	-1.0 / -0.5	eV
net charge	0
energy	-210173.2385	eV
spin multiplicity	2
orbital gap (alpha / beta)	5.69 / 6.28	eV


DFT (ωB97M-V/def2-TZVPD) results for C26H35FN3S4Y as an isolated structure in a non-equilibrium geometry.

Last column: Löwdin charge in e.
Cartesian coordinates (Å):
Y 0.142 0.277 0.422  1.22
C -3.419 1.158 -2.151  -0.51
C -4.135 0.163 -1.259  -0.53
S -3.380 0.125 0.413  0.81
C -4.151 -1.412 1.034  -0.52
C -3.336 -2.672 0.803  -0.52
S -3.397 -3.230 -0.944  0.87
C -1.977 -4.377 -1.030  -0.52
C -0.942 -3.925 -2.042  -0.50
S -0.054 -2.392 -1.505  0.85
C -0.182 -1.367 -3.006  -0.53
C -1.544 -0.712 -3.150  -0.49
S -1.605 0.892 -2.257  0.84
H -3.502 2.167 -1.743  0.07
H -3.834 1.135 -3.160  0.08
H -4.091 -0.850 -1.662  0.01
H -5.183 0.449 -1.142  0.08
H -5.135 -1.486 0.571  0.08
H -4.274 -1.251 2.105  0.07
H -3.743 -3.475 1.420  0.08
H -2.287 -2.509 1.045  0.03
H -2.370 -5.351 -1.324  0.07
H -1.541 -4.451 -0.037  0.08
H -1.417 -3.726 -3.000  0.07
H -0.182 -4.696 -2.167  0.07
H 0.046 -2.003 -3.864  0.08
H 0.601 -0.613 -2.876  0.03
H -2.316 -1.360 -2.736  0.02
H -1.757 -0.498 -4.199  0.08
N 0.490 3.620 0.527  0.00
C 0.241 4.854 0.992  -0.08
C -0.915 4.778 1.738  -0.06
C -1.300 3.437 1.663  -0.15
N -0.439 2.748 0.930  -0.06
H 1.231 3.309 -0.094  0.15
H 0.883 5.686 0.785  0.12
H -1.411 5.568 2.260  0.09
H -2.153 2.952 2.103  0.10
C 1.426 1.974 -3.670  -0.08
C 2.644 1.724 -2.823  -0.24
C 3.889 2.044 -3.312  -0.09
C 5.040 1.848 -2.567  -0.12
C 4.921 1.326 -1.288  -0.09
C 3.694 1.003 -0.750  -0.24
C 3.605 0.445 0.643  -0.08
C 2.486 1.167 -1.509  -0.39
N 1.282 0.851 -1.071  -0.26
H 1.534 2.906 -4.221  0.07
H 0.542 2.036 -3.038  -0.01
H 1.270 1.172 -4.394  0.07
H 3.958 2.454 -4.312  0.10
H 6.006 2.104 -2.977  0.09
H 5.813 1.164 -0.692  0.10
H 4.596 0.332 1.080  0.08
H 3.120 -0.541 0.617  0.06
H 3.020 1.107 1.301  0.07
F 2.194 -0.581 7.147  0.03
C 1.682 -0.776 5.903  -0.29
C 2.537 -1.076 4.857  -0.02
C 2.012 -1.295 3.601  -0.06
C 0.636 -1.197 3.358  -0.36
C 0.055 -1.467 2.027  -0.30
C -0.191 -0.898 4.448  -0.07
C 0.317 -0.685 5.712  -0.03
H 3.597 -1.147 5.040  0.11
H 2.672 -1.557 2.784  0.10
H -0.990 -1.746 2.199  0.00
H 0.561 -2.342 1.597  0.03
H -1.263 -0.846 4.296  0.10
H -0.328 -0.468 6.549  0.11

Summary:
E_LUMO	0.2	eV
net charge	0
energy	-79101.2392	eV
spin multiplicity	1
orbital gap	6.19	eV


DFT (ωB97M-V/def2-TZVPD) results for C26H35GaN2O2P2 as an isolated structure.

Last column: Löwdin charge in e.
Cartesian coordinates (Å):
Ga -0.086 -0.096 0.512  0.31
N 1.965 -0.227 -0.207  0.00
C 3.159 0.282 0.536  -0.18
C 3.370 -0.427 1.864  -0.15
C 2.604 0.150 3.065  -0.16
C 1.303 -0.548 3.413  -0.17
N 0.161 -0.104 2.559  0.03
H 2.153 -1.194 -0.469  0.08
H 1.918 0.280 -1.094  0.07
H 3.013 1.349 0.686  0.09
H 4.032 0.159 -0.105  0.13
H 4.438 -0.400 2.081  0.13
H 3.134 -1.492 1.745  0.11
H 2.405 1.218 2.918  0.10
H 3.242 0.096 3.947  0.13
H 1.033 -0.345 4.449  0.13
H 1.397 -1.630 3.311  0.11
H -0.040 0.873 2.790  0.09
H -0.686 -0.598 2.841  0.11
O -2.015 0.307 1.086  -0.02
C -2.220 0.759 -0.092  -0.58
O -1.576 0.240 -1.047  -0.02
C -2.725 2.153 -0.220  -0.13
C -4.019 2.604 -0.366  0.01
C -4.246 3.975 -0.401  -0.03
C -3.194 4.872 -0.271  -0.04
C -1.894 4.411 -0.106  -0.05
C -1.644 3.044 -0.082  -0.26
P 0.060 2.398 0.111  1.14
C 0.963 2.851 -1.380  -0.34
C 0.968 1.945 -2.443  -0.11
C 1.567 2.283 -3.648  -0.05
C 2.147 3.535 -3.802  -0.04
C 2.109 4.456 -2.763  -0.04
C 1.512 4.122 -1.556  -0.07
C 0.756 3.239 1.555  -0.36
C 2.104 3.586 1.666  -0.11
C 2.598 4.093 2.861  -0.05
C 1.758 4.248 3.955  -0.04
C 0.415 3.907 3.855  -0.05
C -0.086 3.408 2.660  -0.10
H -4.839 1.905 -0.458  0.13
H -5.254 4.345 -0.527  0.12
H -3.386 5.936 -0.298  0.12
H -1.083 5.121 0.005  0.12
H 0.445 0.997 -2.358  0.09
H 1.563 1.580 -4.471  0.12
H 2.610 3.802 -4.743  0.12
H 2.535 5.441 -2.896  0.12
H 1.470 4.858 -0.764  0.11
H 2.772 3.477 0.822  0.10
H 3.640 4.376 2.934  0.12
H 2.146 4.649 4.882  0.12
H -0.247 4.049 4.699  0.12
H -1.144 3.179 2.579  0.12
C -1.986 -2.954 0.532  -0.21
P -0.335 -2.425 0.036  0.82
C -0.236 -2.699 -1.746  -0.21
C 0.824 -3.587 0.796  -0.21
H -2.141 -3.997 0.256  0.07
H -2.728 -2.332 0.032  0.06
H -2.114 -2.847 1.609  0.06
H -0.546 -3.719 -1.976  0.07
H 0.784 -2.559 -2.109  0.06
H -0.896 -1.998 -2.256  0.06
H 0.574 -4.599 0.472  0.07
H 0.751 -3.542 1.882  0.05
H 1.853 -3.378 0.502  0.05

Summary:
E_LUMO	-5.2	eV
net charge	+2
energy	-105548.5244	eV
spin multiplicity	1
orbital gap	9.44	eV